1.
A structure of composition C3H6ErO3 in a non-equilibrium geometry. Source: OMol25; level of theory: the ωB97M-V functional and the def2-TZVPD basis.

Positions of all 13 atoms, in Å:
O  1.6921  2.7230  0.3047
C  0.3800  2.5354  0.1430
C  -0.1063  1.3422  -0.2632
O  0.7292  0.2446  -0.1254
C  -0.2850  -1.4042  0.1139
Er  2.9540  1.0558  -0.2079
H  -0.3040  3.3816  0.2958
H  -1.1509  1.1892  -0.5606
H  0.6081  -2.0303  -0.0214
H  -0.6949  -1.0880  1.0843
H  -0.8830  -1.2916  -0.8042
O  -1.4161  -3.1455  0.4610
H  -1.5233  -3.5122  -0.4200

Cartesian forces, eV/Å:
O 2.267 -1.403 0.190
C -1.705 -0.206 -1.082
C 0.355 0.298 1.176
O 2.128 1.258 -1.102
C -1.984 -3.146 -0.134
Er -3.740 0.924 0.673
H 0.501 -0.139 -0.283
H 0.469 -0.143 0.320
H -0.533 0.650 0.533
H 0.614 -0.127 -0.833
H 0.488 0.434 0.811
O 1.149 1.658 -0.110
H -0.009 -0.057 -0.159

Its spin multiplicity is 5. As for the molar mass: 257.3 g mol⁻¹. The value obtained for the largest force on an atom is 0.0760 hartree/bohr. The gap between HOMO and LUMO (alpha / beta) is 6.5 / 5.8 eV. Its charge is 0. The calculation puts the HOMO energy (alpha / beta) at -7.7 / -7.8 eV. Its expectation value of S² is 6.003.

Here are the Löwdin charges for atoms 1 to 6, given in e: number 1, O, carries -0.43; number 2, C, carries -0.33; number 3, C, carries -0.27; number 4, O, carries -0.48; number 5, C, carries 0.05; number 6, Er, carries 1.47



2.
A cluster of 8 separate species, C60H130N6O8 in total in a non-equilibrium geometry. Source: OMol25; level of theory: the ωB97M-V functional and the def2-TZVPD basis.

Positions of all 204 atoms, in Å:
C  18.1954  2.4372  -2.7537
C  17.5004  2.9881  -1.4334
C  16.2577  3.8919  -1.7576
C  15.0379  3.1001  -2.2929
C  14.7230  2.0500  -1.2819
C  15.8438  1.0478  -0.9034
N  17.0169  1.9122  -0.5488
O  18.0243  1.1827  0.0740
C  15.4198  0.3103  0.3699
C  16.1312  -0.0035  -1.9342
C  18.5006  3.9049  -0.8272
H  18.6314  3.3051  -3.2485
H  17.5133  1.8970  -3.4102
H  19.0860  1.8133  -2.6783
H  16.0811  4.7048  -1.0533
H  16.4330  4.4573  -2.6729
H  15.1827  2.6591  -3.2792
H  14.2572  3.8258  -2.5209
H  13.8614  1.4612  -1.5968
H  14.3974  2.5791  -0.3863
H  14.5428  -0.3163  0.2074
H  16.0868  -0.4090  0.8452
H  15.1363  0.9813  1.1807
H  17.2026  -0.1181  -2.0989
H  15.6989  -0.9936  -1.7898
H  15.7149  0.3443  -2.8797
H  19.5633  3.6652  -0.8646
H  18.1918  4.0260  0.2111
H  18.4866  4.8937  -1.2856
H  17.8213  1.4478  0.9740
C  22.9780  1.9323  -4.8421
C  24.2016  1.9336  -3.8304
C  24.3013  3.4530  -3.1679
C  25.2528  3.5208  -1.9602
C  24.6603  2.5681  -0.8489
C  24.5984  1.1160  -1.3779
N  23.9266  1.0588  -2.6982
O  23.7905  -0.2081  -3.1648
C  26.0740  0.4901  -1.3977
C  23.6645  0.3864  -0.3679
C  25.5145  1.7725  -4.5812
H  21.9816  2.2320  -4.5171
H  22.7895  0.9710  -5.3202
H  23.2478  2.6622  -5.6053
H  24.5340  4.2823  -3.8359
H  23.2770  3.5729  -2.8152
H  25.2447  4.4714  -1.4268
H  26.3064  3.2518  -2.0338
H  23.6535  2.9710  -0.7386
H  25.2417  2.7828  0.0478
H  25.9630  -0.5915  -1.3206
H  26.7649  0.7409  -2.2026
H  26.5586  0.6252  -0.4308
H  23.6108  -0.7020  -0.3925
H  24.0517  0.5180  0.6424
H  22.6369  0.7216  -0.2277
H  25.8305  2.5422  -5.2852
H  25.4303  0.8485  -5.1533
H  26.3583  1.7477  -3.8916
H  24.6860  -0.5427  -3.2526
C  20.4861  4.9752  -6.1913
C  20.3737  6.4476  -5.5870
C  21.3094  7.3596  -6.4856
C  21.2002  8.8090  -6.2034
C  19.7176  9.1427  -6.3744
C  18.6933  8.3635  -5.4075
N  18.9215  6.8846  -5.5570
O  17.9725  6.0550  -4.9409
C  18.6668  8.8957  -3.9262
C  17.3084  8.6110  -6.0006
C  20.8966  6.3638  -4.0983
H  20.0888  4.9588  -7.2062
H  19.8775  4.2489  -5.6527
H  21.5450  4.7180  -6.2161
H  22.3406  7.0759  -6.2751
H  21.2382  7.3239  -7.5727
H  21.7779  9.4178  -6.8989
H  21.5841  9.0883  -5.2222
H  19.3816  9.0424  -7.4065
H  19.6441  10.1971  -6.1081
H  18.0614  9.8012  -3.8857
H  18.3138  8.1444  -3.2197
H  19.6213  9.1758  -3.4807
H  17.2530  8.0682  -6.9442
H  16.6575  8.3130  -5.1786
H  17.0784  9.6501  -6.2360
H  20.8360  7.3453  -3.6280
H  21.9662  6.1837  -3.9910
H  20.3800  5.6974  -3.4076
H  17.6609  5.5732  -5.7106
C  19.8092  7.6237  0.8123
C  21.3644  7.6273  0.6198
C  21.7914  6.5066  -0.3657
C  23.2357  6.5136  -0.7564
C  23.4782  7.8152  -1.3610
C  23.0914  9.1607  -0.5345
N  21.7178  8.8925  -0.0290
O  21.3291  9.9309  0.7826
C  24.2614  9.5006  0.4824
C  23.0426  10.2920  -1.5616
C  22.1114  7.3892  1.9567
H  19.4560  6.6547  1.1652
H  19.2839  7.9365  -0.0901
H  19.7040  8.3078  1.6544
H  21.5688  5.5565  0.1198
H  21.0710  6.4503  -1.1818
H  23.3351  5.7826  -1.5589
H  23.8580  6.1463  0.0595
H  22.8905  7.8580  -2.2780
H  24.5300  7.7034  -1.6241
H  23.7857  10.0839  1.2709
H  24.6843  8.5820  0.8892
H  25.1189  10.0113  0.0443
H  23.7958  10.2390  -2.3477
H  22.0931  10.3976  -2.0864
H  23.1472  11.3016  -1.1643
H  23.1772  7.5719  1.8192
H  21.9537  6.4237  2.4374
H  21.7378  8.2037  2.5774
H  20.8906  10.4416  0.0981
C  21.0260  8.1086  -13.8484
C  20.9935  6.5420  -13.9461
C  22.4819  6.0290  -14.2638
C  23.3114  5.9253  -13.0276
C  22.5415  5.0743  -12.0370
C  21.1326  5.6095  -11.5755
N  20.3060  5.8796  -12.7762
O  18.9830  6.4055  -12.4784
C  20.3707  4.4625  -10.8897
C  21.3737  6.8615  -10.6461
C  20.2177  6.0981  -15.1804
H  20.0845  8.5062  -13.4695
H  21.1963  8.6687  -14.7678
H  21.8224  8.4751  -13.2006
H  22.4138  5.0142  -14.6558
H  22.9604  6.6684  -15.0057
H  23.3669  6.9480  -12.6546
H  24.2881  5.5468  -13.3289
H  23.2640  4.9402  -11.2320
H  22.5151  4.0673  -12.4532
H  20.3321  3.6268  -11.5884
H  20.9312  4.0804  -10.0365
H  19.3237  4.6619  -10.6614
H  21.9819  6.4704  -9.8305
H  21.8314  7.7619  -11.0557
H  20.4161  7.3152  -10.3904
H  19.2017  6.4017  -14.9279
H  20.1999  5.0096  -15.2348
H  20.5061  6.5080  -16.1483
H  18.4038  5.8694  -13.0249
C  10.5079  2.1409  -5.9110
C  12.0446  1.6872  -6.1843
C  11.8731  0.7176  -7.4564
C  13.2109  0.4864  -8.1698
C  13.7904  1.7968  -8.5240
C  13.8953  3.0272  -7.4771
N  12.6601  2.9590  -6.6683
O  12.6521  4.0919  -5.7666
C  15.2193  2.9428  -6.6596
C  14.1303  4.3799  -8.2302
C  12.6930  1.0238  -4.9345
H  10.1828  2.7146  -6.7789
H  10.4266  2.7768  -5.0294
H  9.8586  1.2884  -5.7115
H  11.6994  -0.2792  -7.0510
H  10.9612  0.8912  -8.0276
H  13.1727  -0.0855  -9.0969
H  13.8771  -0.0210  -7.4720
H  13.4122  2.0824  -9.5056
H  14.8282  1.5158  -8.7027
H  15.4100  3.7501  -5.9524
H  15.2156  2.0003  -6.1122
H  16.0542  2.8463  -7.3536
H  13.2959  4.5472  -8.9114
H  14.2689  5.1440  -7.4653
H  14.9951  4.3951  -8.8935
H  12.8754  1.7366  -4.1303
H  13.6307  0.5358  -5.2002
H  12.1750  0.1316  -4.5828
H  11.9935  4.6023  -6.2434
C  18.4208  12.8854  -9.3939
C  17.1744  12.0132  -9.6409
C  17.5384  10.5728  -9.9622
O  16.4451  12.0456  -8.4534
H  19.0519  12.6544  -8.5357
H  18.0459  13.9082  -9.3553
H  18.8514  13.0637  -10.3792
H  16.5042  12.4722  -10.3677
H  18.0833  10.0690  -9.1639
H  18.2769  10.4902  -10.7596
H  16.6804  9.9618  -10.2428
H  15.7653  11.4090  -8.6862
C  14.9716  8.2140  -8.6521
C  13.8886  9.2801  -8.4449
C  13.8835  9.7428  -6.9890
O  14.1083  10.5146  -8.9903
H  16.0008  8.5682  -8.5930
H  15.0748  7.8968  -9.6898
H  14.8474  7.3335  -8.0218
H  12.9465  8.8760  -8.8154
H  13.5064  8.9105  -6.3947
H  13.0850  10.4579  -6.7911
H  14.8469  10.1239  -6.6501
H  13.4740  11.1005  -8.5708

Cartesian forces, eV/Å:
C -0.446 0.639 0.010
C -0.234 -1.148 -2.235
C 0.241 -0.678 -2.712
C 0.810 0.334 0.617
C -1.283 -0.840 0.443
C 0.632 0.956 1.311
N -1.539 1.132 0.012
O 0.578 -0.152 0.090
C -0.786 -0.109 1.036
C 0.292 0.001 -1.820
C 0.643 0.854 1.587
H -0.472 0.230 -0.465
H -0.100 0.285 -0.129
H -0.161 -0.355 0.997
H -0.340 -0.670 0.671
H 1.141 0.347 -0.020
H 0.746 -0.074 -0.082
H -0.486 -0.158 0.565
H -0.182 -0.242 -0.050
H 0.128 -0.159 0.336
H -0.297 0.208 -0.456
H 0.739 0.192 -0.579
H 0.009 0.388 -0.052
H -0.001 -0.114 0.162
H -0.068 0.122 0.463
H 0.120 -0.081 -0.358
H -0.112 -0.781 0.081
H 0.301 0.302 0.299
H -0.435 0.033 -0.196
H 0.602 -0.373 0.344
C 0.952 0.131 0.101
C -0.578 4.104 0.507
C 0.007 -1.558 0.146
C -1.011 -1.115 1.711
C 0.246 1.128 -2.425
C 0.228 0.035 0.553
N -0.202 2.158 0.430
O -0.210 -1.860 -0.015
C -1.325 -0.716 1.120
C 0.713 -0.816 1.109
C 0.351 -1.173 -0.092
H 0.281 0.187 0.900
H 0.521 -0.127 0.006
H 0.016 -0.100 -0.279
H -0.102 -0.473 -0.646
H -0.022 0.496 0.264
H -0.029 0.491 -0.638
H 0.048 0.019 -0.902
H -0.219 -0.356 0.464
H -0.115 -0.882 0.216
H -0.052 -0.335 -0.715
H -0.377 0.200 0.075
H 0.090 0.754 0.029
H 0.111 -0.116 -0.826
H 0.509 0.345 0.154
H 0.044 0.474 -0.936
H -0.825 0.307 -0.050
H 0.546 -0.252 -0.072
H -0.058 -0.383 0.054
H 0.425 -0.519 -0.263
C -0.634 1.542 0.124
C -0.461 -2.040 0.790
C 0.524 -0.547 0.797
C -1.114 0.654 0.222
C -0.264 0.290 1.943
C 0.605 -0.009 -0.555
N 2.329 2.031 -2.013
O 0.822 0.129 0.445
C 0.683 -0.075 -0.422
C 0.261 0.106 0.551
C 0.512 1.232 -0.295
H 0.148 0.186 -0.199
H 0.311 0.017 0.384
H -0.088 -0.271 0.105
H 0.076 -0.566 0.112
H -0.763 -0.994 -0.009
H 0.100 -0.122 -0.232
H -0.267 -0.048 0.313
H 0.098 -0.272 -0.014
H -0.580 0.208 -0.061
H -0.244 -0.114 0.072
H -0.553 -0.099 -0.276
H 0.430 0.045 -0.444
H -0.445 -0.325 0.372
H -0.788 -0.403 -0.707
H 0.368 0.259 0.203
H -0.356 0.257 -0.043
H 0.213 -0.566 -0.444
H -0.329 -0.299 -0.536
H -0.445 -0.289 0.006
C 1.649 0.087 0.783
C 0.387 -1.731 -0.969
C -1.654 -1.046 1.342
C -1.854 -1.359 0.144
C 0.986 2.249 -0.166
C 1.779 -2.076 -1.157
N 1.425 -1.296 -0.792
O -0.531 1.694 0.449
C -1.363 -0.824 -0.054
C -0.574 1.008 -0.360
C -0.443 1.314 -0.316
H 0.092 -0.149 -0.239
H 0.047 0.062 0.138
H -0.781 0.239 -0.253
H -0.058 -0.163 0.479
H 0.361 0.560 -0.602
H 0.229 -0.251 -0.009
H 0.270 0.519 0.115
H 0.054 0.042 -0.148
H 0.341 1.391 -0.346
H 0.439 0.155 0.184
H -0.155 -0.030 0.240
H -0.415 0.298 -0.311
H 0.222 -0.421 0.181
H -0.279 -0.671 -0.088
H 0.295 -0.032 0.637
H -0.084 -0.259 0.074
H -0.214 0.032 -0.214
H 0.196 -0.163 0.620
H -0.451 0.766 0.556
C -0.123 -0.113 0.328
C 0.907 0.899 -1.112
C -1.473 -0.284 0.786
C -0.975 1.028 -0.267
C 0.714 -0.331 0.074
C 0.007 0.670 -0.363
N 1.475 -0.351 -1.289
O 1.758 0.444 -0.011
C 0.640 -0.309 0.047
C -0.713 -0.607 -0.591
C -1.263 0.084 0.694
H -0.080 -0.219 0.204
H 0.014 -0.576 -0.515
H -0.013 -0.224 0.309
H -0.197 -0.030 -0.376
H -0.376 0.148 -0.154
H 0.659 0.032 0.364
H 0.160 -0.083 0.609
H -0.641 0.121 0.888
H -0.673 -0.153 -0.168
H 0.118 0.011 -0.223
H -0.232 0.198 0.364
H 0.259 0.431 0.332
H -0.340 0.461 0.434
H 0.729 -0.518 -0.620
H -0.255 -0.635 0.783
H -0.367 0.065 -0.737
H 0.161 -0.033 -0.023
H 0.206 0.221 0.236
H -0.086 -0.340 0.032
C 1.594 -0.369 0.543
C -2.305 0.933 -0.720
C 1.044 -1.284 1.759
C -1.205 0.749 0.871
C 2.419 1.693 -0.179
C 0.889 -1.105 -0.515
N 0.722 0.437 -1.178
O -0.357 -1.263 -0.137
C -0.434 -1.620 0.015
C -1.425 -0.881 -0.033
C 0.297 -0.360 -1.044
H -0.089 -0.193 0.003
H 0.207 0.114 0.019
H 0.062 -0.179 -0.272
H -0.568 -0.090 0.570
H 0.451 0.742 -0.332
H -0.330 -0.310 0.190
H -0.055 -0.235 0.038
H -0.265 0.631 0.198
H 0.408 0.574 -0.432
H -0.318 0.129 -0.149
H 0.135 -0.085 0.373
H 0.057 0.303 -0.028
H -0.338 0.546 0.220
H -0.281 0.209 -0.291
H 0.282 -0.494 0.318
H -0.143 -0.017 -0.061
H 0.489 0.510 -0.176
H -0.820 0.373 0.172
H -0.087 0.541 0.357
C -1.558 1.143 -1.830
C 1.709 0.108 0.814
C 0.604 -0.302 -0.730
O -0.559 -0.258 0.843
H -0.011 -0.260 -0.435
H -0.250 0.233 1.166
H 1.234 -0.936 0.067
H 0.501 -0.027 -0.818
H -0.360 0.248 0.580
H -0.213 0.272 -0.498
H -0.058 0.078 0.033
H -0.969 -0.231 0.808
C 0.741 0.610 -1.340
C 0.533 -0.801 2.529
C -1.606 -2.326 1.211
O 1.016 1.958 -3.563
H -0.123 0.482 1.021
H -0.923 -0.391 -0.283
H -0.178 0.237 0.003
H -0.288 -0.145 0.334
H 0.619 -0.257 0.685
H 0.067 0.541 -0.315
H -0.119 -0.204 -0.157
H 0.090 0.222 -0.222

Its spin multiplicity is 2. As for the molar mass: 1063.7 g mol⁻¹. The value obtained for the largest force on an atom is 0.0815 hartree/bohr. The energy above the lowest of the compared OMol25 structures with the same formula, charge and spin is 292.2 kJ/mol. The gap between HOMO and LUMO (alpha / beta) is 1.3 / 7.9 eV. Its charge is -1. The calculation puts the HOMO energy (alpha / beta) at 0.6 / -6.0 eV. Its expectation value of S² is 0.750.

Here are the Löwdin charges for atoms 1 to 6, given in e: number 1, C, carries -0.02; number 2, C, carries -0.47; number 3, C, carries -0.11; number 4, C, carries -0.19; number 5, C, carries -0.16; number 6, C, carries -0.49